1.
Here is a molecular structure, C48H39N6O2P2S4Ta from the Open Molecules 2025 dataset. Energies are from ωB97M-V/def2-TZVPD.

**Orbital gap**: 0.2259 hartree
**HOMO**: -12.037 eV
**Total charge**: +2

Atoms and positions in Å:
Ta: -0.37841 -0.57976 0.58848
C: -2.58608 2.26900 2.38258
O: -2.70258 0.90498 1.94619
C: -3.82824 0.57492 1.22234
C: -4.99611 1.31973 1.25605
C: -6.09411 0.90248 0.51596
C: -6.02639 -0.25288 -0.25104
C: -4.86128 -0.99586 -0.27060
C: -3.75727 -0.59859 0.47467
N: -2.54086 -1.36372 0.44014
N: -2.78776 -2.59051 0.24741
C: -1.86010 -3.50125 -0.17561
C: -0.72408 -3.11118 -0.88184
O: -0.41009 -1.81714 -0.86977
C: 0.03928 -4.02160 -1.62890
C: -0.31840 -5.33839 -1.60290
C: -1.44794 -5.80770 -0.87004
C: -1.78969 -7.17718 -0.86118
C: -2.89140 -7.61068 -0.17513
C: -3.68940 -6.68792 0.52426
C: -3.37641 -5.35282 0.53937
C: -2.24784 -4.88839 -0.15992
H: -2.89509 2.93941 1.58102
H: -3.19775 2.43545 3.26979
H: -1.53814 2.41653 2.61795
H: -5.05984 2.21438 1.85650
H: -7.00088 1.49061 0.54053
H: -6.87444 -0.57070 -0.84015
H: -4.78411 -1.88837 -0.87611
H: 0.90286 -3.65467 -2.16528
H: 0.27172 -6.06042 -2.15401
H: -1.17075 -7.87786 -1.40663
H: -3.15318 -8.65947 -0.17323
H: -4.56268 -7.03802 1.05839
H: -3.99222 -4.64938 1.08302
S: 0.61449 0.87412 2.48287
P: 1.86587 1.52214 1.02281
C: 1.18917 0.78882 -0.45339
P: 0.17121 1.65616 -1.62049
S: -1.60516 1.18720 -0.76261
C: 0.36440 3.42295 -1.81132
C: 1.25933 3.90606 -2.76917
C: 1.39653 5.27072 -2.95702
C: 0.64154 6.15240 -2.19590
C: -0.24426 5.67577 -1.23926
C: -0.38677 4.31173 -1.04527
C: 0.25603 0.97326 -3.26826
C: -0.50579 1.61871 -4.25054
C: -0.56655 1.09307 -5.52672
C: 0.12836 -0.07316 -5.82886
C: 0.87099 -0.71721 -4.85330
C: 0.93208 -0.20620 -3.56293
C: 1.99791 3.30911 1.08299
C: 1.27905 4.03737 2.02476
C: 1.48141 5.40503 2.14411
C: 2.39757 6.04064 1.32292
C: 3.11798 5.31526 0.37942
C: 2.92811 3.95139 0.26305
C: 3.51920 0.87597 1.25129
C: 4.39782 0.80876 0.16930
C: 5.72037 0.45699 0.37961
C: 6.16749 0.17804 1.66458
C: 5.29520 0.24500 2.74096
C: 3.96984 0.59692 2.53962
H: 1.83284 3.21946 -3.37920
H: 2.07969 5.64489 -3.70727
H: 0.73751 7.21858 -2.35397
H: -0.82965 6.36857 -0.65010
H: -1.08774 3.93557 -0.31040
H: -1.04525 2.52946 -4.02038
H: -1.15169 1.59088 -6.28756
H: 0.08497 -0.47947 -6.83060
H: 1.40546 -1.62661 -5.09368
H: 1.49144 -0.73504 -2.80140
H: 0.57671 3.53643 2.67800
H: 0.93089 5.96908 2.88474
H: 2.56244 7.10553 1.42073
H: 3.83784 5.81484 -0.25456
H: 3.51358 3.38953 -0.45545
H: 4.05560 1.01982 -0.83714
H: 6.40307 0.40062 -0.45739
H: 7.20197 -0.09467 1.82520
H: 5.64649 0.02705 3.74034
H: 3.28972 0.64760 3.38069
N: -2.89316 -1.47054 3.32226
C: -1.70529 -2.08104 3.30683
N: -0.68892 -1.79388 2.48853
C: 0.44735 -2.51968 2.88717
C: 0.25089 -3.40031 3.88383
S: -1.36497 -3.30405 4.46453
C: 1.65547 -2.33937 2.10885
C: 2.85540 -2.88500 2.35213
S: 3.87145 -2.73236 0.96577
C: 2.56622 -1.97018 0.04902
N: 1.47801 -1.71897 0.86759
N: 2.64683 -1.66105 -1.19343
H: -2.97847 -0.54853 2.92305
H: -3.58597 -1.76578 3.98900
H: 0.94641 -4.11924 4.27954
H: 3.16087 -3.43371 3.22696
H: 3.55076 -1.93193 -1.57055
H: 1.92743 0.14344 -0.94725

=====

2.
Here is a molecular structure, C48H39NO4P2RuS3 from the Open Molecules 2025 dataset. Energies are from ωB97M-V/def2-TZVPD.

**Expectation value of S²**: 6.02
**Orbital gap (spin up / spin down)**: 0.2825 / 0.2558 hartree
**HOMO (spin up / spin down)**: -12.982 / -13.576 eV
**Multiplicity**: 5
**Total charge**: +2

Atoms and positions in Å:
Ru: -0.05013 -0.68745 0.28196
O: 0.22043 -0.11728 -1.94405
C: 1.36828 0.58180 -2.28625
C: 1.37821 1.55431 -3.24487
C: 2.57022 2.23475 -3.52625
C: 3.75229 1.84555 -2.91229
C: 3.72747 0.89436 -1.90561
C: 2.52241 0.34372 -1.49159
P: 2.34114 -0.56264 0.09463
C: 3.36265 -2.05859 -0.10871
C: 3.50992 -2.52204 -1.41311
C: 3.97867 -3.81643 -1.60239
C: 4.16615 -4.66810 -0.50828
C: 3.95473 -4.22453 0.78994
C: 3.50151 -2.92111 0.96539
C: 2.87623 0.56066 1.41113
C: 2.25049 0.54348 2.62927
C: 2.55005 1.51625 3.58790
C: 3.50382 2.52180 3.33985
C: 4.09852 2.51536 2.09283
C: 3.84389 1.52542 1.18995
C: -0.28626 -1.10509 -2.82097
C: 0.38274 -1.35592 -4.00996
C: -0.13350 -2.29227 -4.88865
C: -1.26182 -3.02409 -4.53580
C: -1.88807 -2.75426 -3.33607
C: -1.40479 -1.82771 -2.42567
P: -1.86481 -1.82773 -0.66034
C: -2.05321 -3.57053 -0.29149
C: -0.94816 -4.41914 -0.53648
C: -1.03870 -5.76048 -0.18938
C: -2.19180 -6.24936 0.34448
C: -3.28354 -5.45126 0.61795
C: -3.22586 -4.09796 0.27056
C: -3.44177 -1.01003 -0.48068
C: -3.81772 -0.52201 0.76334
C: -5.04608 0.09041 0.88253
C: -5.93997 0.11066 -0.16654
C: -5.56095 -0.36074 -1.41448
C: -4.31761 -0.89309 -1.60901
H: 0.46939 1.90202 -3.76717
H: 2.59299 3.06024 -4.26838
H: 4.71947 2.23131 -3.26550
H: 4.67042 0.55397 -1.45929
H: 3.26841 -1.88712 -2.26971
H: 4.01298 -4.22968 -2.60655
H: 4.48146 -5.68662 -0.72111
H: 3.99370 -4.87794 1.67103
H: 3.32403 -2.51903 1.94913
H: 1.46973 -0.19775 2.75274
H: 2.02905 1.49580 4.50285
H: 3.73749 3.29229 4.04106
H: 4.80040 3.27223 1.80981
H: 4.45261 1.56278 0.26285
H: 1.23235 -0.79868 -4.31947
H: 0.45600 -2.44194 -5.78658
H: -1.59700 -3.77032 -5.24070
H: -2.65244 -3.48813 -3.08496
H: -0.07239 -4.03306 -0.99779
H: -0.21484 -6.41683 -0.40694
H: -2.35270 -7.31968 0.49517
H: -4.13771 -5.86709 1.08297
H: -4.03159 -3.43818 0.51645
H: -3.15001 -0.64013 1.60166
H: -5.32874 0.64478 1.77858
H: -6.91491 0.55823 -0.01058
H: -6.19403 -0.07994 -2.25093
H: -3.97181 -1.19143 -2.56368
O: 0.41642 -0.62900 4.99224
S: -0.01216 -1.73816 5.75600
O: 0.83994 -2.77717 6.20323
O: -1.45254 -1.80789 5.86414
S: 0.34046 -2.52831 1.39593
N: -0.55290 1.24669 0.51669
S: -0.38296 2.38669 1.63357
C: 0.76001 3.64147 0.99604
C: 1.28142 3.59618 -0.27391
C: 2.09528 4.63706 -0.72959
C: 2.28922 5.77312 0.09270
C: 1.85500 5.71808 1.40197
C: 1.09199 4.63411 1.90356
C: -1.97434 3.22144 1.59116
C: -2.83824 2.89934 2.62288
C: -4.13734 3.43868 2.61546
C: -4.51187 4.33451 1.65461
C: -3.62560 4.63076 0.61014
C: -2.36496 4.09167 0.56340
H: -1.17928 1.65273 -0.22673
H: 1.01841 2.72845 -0.88892
H: 2.49061 4.57396 -1.74099
H: 2.79736 6.64859 -0.29286
H: 2.00577 6.53777 2.09665
H: 0.71569 4.63920 2.92157
H: -2.50711 2.20768 3.37414
H: -4.75085 3.21384 3.45655
H: -5.46231 4.79509 1.71778
H: -3.89348 5.42279 -0.11152
H: -1.54900 4.38183 -0.11362

=====

One value per record, in order, for relative energy (zero: lowest compared OMol25 entry of this formula, charge and spin): 95.2, 0.0 kJ/mol.
One value per record, in order, for strongest force on any atom: 0.46, 3.19 eV/A.